No. 1
ORCA calculation (ωB97M-V with the def2-TZVPD basis set) on a molecular structure, C3H9N5 in a non-equilibrium geometry.

Geometry as XYZ:
```
17
Properties=species:S:1:pos:R:3
H 3.953 0.997 -1.376
C -2.444 -0.870 0.811
N -1.819 1.147 -0.148
H -2.491 -0.465 1.893
H 1.442 -1.702 -0.884
H -2.323 -1.922 0.998
N 2.920 1.304 -0.686
N 2.408 -1.186 -0.883
C -0.173 -0.437 -0.083
H -3.498 -0.849 0.487
H -0.036 -1.575 0.065
H 2.936 1.660 0.388
N 0.667 0.466 -0.277
N -1.463 -0.244 -0.022
C 2.055 0.144 -0.613
H -0.620 1.840 -0.930
H -1.514 1.693 1.260
```

- M: 115.14 g mol⁻¹
- Net charge: 0
- HOMO level: -8.7951 eV
- Gap between HOMO and LUMO: 8.888 eV

Atomic partial charges in e from the Mulliken method, atoms 1 to 8:
1 H 0.3610
2 C -0.7977
3 N -0.7505
4 H 0.2511
5 H 0.2471
6 H 0.3702
7 N -0.5321
8 N -0.6456

***

No. 2
ORCA calculation (ωB97M-V with the def2-TZVPD basis set) on C3H3IN2O2 in the gas phase in a non-equilibrium geometry.

Geometry as XYZ:
```
11
Properties=species:S:1:pos:R:3
H 0.722 -0.153 -2.161
C 0.238 -0.698 1.011
O -0.942 -0.351 1.646
O 1.137 -1.368 1.436
C 1.155 0.030 -1.241
H 1.940 -0.780 -1.130
N -0.995 0.552 -0.392
H 1.410 1.081 -1.150
I -3.210 1.422 1.474
N 0.130 -0.204 -0.250
C -1.584 0.469 0.757
```

- M: 225.97 g mol⁻¹
- Net charge: 0
- SMILES: Cn1nc(I)oc1=O
- HOMO level: -9.1798 eV
- Gap between HOMO and LUMO: 9.397 eV

Atomic partial charges in e from the Mulliken method, atoms 1 to 8:
1 H 0.2807
2 C 0.6216
3 O -0.2569
4 O -0.5848
5 C -0.7261
6 H 0.3206
7 N -0.7537
8 H 0.3036

***

No. 3
ORCA calculation (ωB97M-V with the def2-TZVPD basis set) on 2 unconnected molecules or ions with the total composition C2H4Br2N2O3S in a non-equilibrium geometry.

Geometry as XYZ:
```
14
Properties=species:S:1:pos:R:3
O -2.095 -0.024 -0.811
C 0.303 -1.115 1.100
Br -0.976 -2.482 0.709
Br 0.201 -0.072 2.665
H 1.826 -1.103 -1.781
H -0.510 2.707 0.389
S -0.892 0.733 -0.446
O 0.106 1.147 -1.357
N 1.235 -1.457 -1.031
H 0.525 -2.013 -1.533
C 1.298 -0.760 0.076
H -1.778 2.195 1.284
N -1.334 2.099 0.473
O 2.090 0.144 0.262
```

- M: 295.94 g mol⁻¹
- Net charge: 0
- HOMO level (alpha / beta): -9.1044 / -8.8968 eV
- Gap between HOMO and LUMO (alpha / beta): 7.570 / 7.309 eV

Atomic partial charges in e from the Mulliken method, atoms 1 to 8:
1 O -0.5479
2 C -0.2429
3 Br -0.0417
4 Br 0.0157
5 H 0.2651
6 H 0.2870
7 S 1.1485
8 O -0.5097

***

No. 4
ORCA calculation (ωB97M-V with the def2-TZVPD basis set) on a gas-phase ion, C3H6N (charge +1) in a non-equilibrium geometry.

Geometry as XYZ:
```
10
Properties=species:S:1:pos:R:3
H -1.741 -0.018 0.964
C 2.253 0.160 -0.027
H -0.165 -1.625 0.013
C -1.498 0.230 -0.067
H 2.897 0.415 0.723
H -2.172 -0.344 -0.596
H -1.374 1.333 -0.108
C -0.088 -0.484 -0.052
N 1.089 -0.158 0.113
H 2.580 0.659 -0.913
```

- M: 56.09 g mol⁻¹
- Spin multiplicity: 3
- Net charge: +1
- HOMO level (alpha / beta): -12.5471 / -17.6787 eV
- Gap between HOMO and LUMO (alpha / beta): 7.477 / 7.817 eV
- Expectation value of S²: 2.012

Atomic partial charges in e from the Mulliken method, atoms 1 to 8:
1 H 0.3220
2 C -0.3187
3 H 0.3276
4 C -0.8105
5 H 0.3597
6 H 0.3489
7 H 0.3140
8 C 0.0400